The following is a quantum chemistry calculation of an isolated ion of composition C25H34N3O9PS and charge -2 in a non-equilibrium geometry, from OMol25.

Cartesian coordinates (Å):
C -4.14293 1.72981 -2.42367
H -4.32971 1.45673 -1.38729
H -4.80955 2.54480 -2.70594
C -2.68110 2.14494 -2.56591
C -2.41075 3.40495 -1.75061
H -2.61687 3.20040 -0.70264
H -3.04641 4.22701 -2.08240
H -1.37051 3.70252 -1.85470
H -2.43674 2.32976 -3.61821
C -1.80080 0.99409 -2.06125
N -0.39363 1.31022 -2.16944
S 0.40546 0.84146 -3.53766
O 1.44405 1.81498 -3.80192
O -0.57274 0.67953 -4.59249
C 1.16247 -0.70955 -3.14658
C 0.39622 -1.86153 -3.16208
C 0.86359 -2.99984 -2.54301
C 2.06908 -2.97154 -1.83417
C 2.87619 -1.83159 -1.92148
C 2.41778 -0.70476 -2.56133
H 3.00058 0.20367 -2.59308
H 3.81616 -1.82158 -1.39335
N 2.50527 -4.04142 -1.07878
H 1.72744 -4.63991 -0.82584
H 2.90509 -3.65225 -0.21547
H 0.24925 -3.88828 -2.50245
H -0.57377 -1.83499 -3.63659
C 0.41991 1.42779 -0.97897
H 1.45913 1.40496 -1.30799
H 0.23516 2.41386 -0.53752
C 0.21302 0.33155 0.09371
O 1.45034 -0.24599 0.40926
P 1.39832 -1.80250 1.02601
O 0.35740 -2.59035 0.29914
O 2.80850 -2.28633 1.07670
O 0.90027 -1.53460 2.54854
H 0.00709 -1.12887 2.44704
H -0.42557 -0.46233 -0.32040
C -0.52751 0.90786 1.33331
N -1.33069 -0.09978 1.98570
C -2.58956 -0.07684 1.64557
O -3.18838 0.67856 0.87168
O -3.45198 -1.00670 2.26102
C -3.03570 -2.01704 3.12480
C -2.09665 -3.10006 2.55984
H -1.46457 -2.68385 1.77693
H -2.66261 -3.93501 2.14581
C -1.25720 -3.51615 3.77783
O -1.75264 -2.79643 4.90701
C -2.28423 -1.58981 4.39860
H -2.93496 -1.15943 5.16363
H -1.49380 -0.88328 4.12236
H -1.34571 -4.58020 4.02039
H -0.20405 -3.26543 3.61551
H -3.98372 -2.49085 3.43450
C 0.44569 1.52319 2.36666
C 1.13281 2.74001 1.84772
C 2.40255 2.65235 1.28293
C 3.02981 3.77662 0.77965
C 2.40423 5.01186 0.83576
C 1.14128 5.11165 1.39460
C 0.51368 3.98589 1.89646
H -0.47645 4.06631 2.32472
H 0.64324 6.07285 1.43683
H 2.89559 5.89233 0.44071
H 4.01348 3.69307 0.33654
H 2.87533 1.68405 1.22227
H -0.15140 1.77104 3.24918
H 1.17757 0.76419 2.63707
H -1.18764 1.71330 0.96266
H -2.00963 0.10092 -2.65708
H -2.06647 0.79075 -1.02173
H -4.35995 0.86976 -3.05387

Properties
Orbital gap   7.220 eV
Net charge   -2
DFT total energy   -2554.25157 hartree
SMILES   CC(C)CN(C[C@@H](O[P@@](=O)([O-])O)[C@H](Cc1ccccc1)/N=C(\[O-])O[C@H]1CCOC1)S(=O)(=O)c1ccc(N)cc1
Energy relative to the best compared isomer or geometry (same formula, charge and spin)   0.150 eV
HOMO level   -2.50 eV
Lowest unoccupied orbital energy   4.72 eV